# 1
C58H71BGeN9P2Ti | ωB97M-V/def2-TZVPD

```
143
Properties=species:S:1:pos:R:3
Ti 0.01521 0.01830 0.10267
C 5.21028 2.19915 -1.51585
C 4.35089 1.56294 -0.41679
C 4.91219 0.17360 -0.13316
P 2.47871 1.55054 -0.61303
C 2.13701 3.39473 -0.67998
C 2.41243 4.13546 -1.99457
C 0.74968 3.84296 -0.17593
C 2.29872 0.70531 -2.21408
C 2.98637 1.25707 -3.30439
C 3.16112 0.59135 -4.49660
C 2.66058 -0.69830 -4.58891
C 1.93644 -1.24751 -3.55010
C 1.66553 -0.55459 -2.34937
N 0.75337 -1.06251 -1.37218
C 0.16522 -2.35797 -1.70969
C 1.01484 -3.46760 -1.74799
C 0.58370 -4.73232 -2.09653
C -0.74868 -4.93343 -2.42615
C -1.61142 -3.84976 -2.40986
C -1.19474 -2.55356 -2.06654
P -2.40191 -1.15541 -2.08765
C -2.45326 -0.70232 -3.92285
C -3.24105 -1.62235 -4.85336
C -1.04276 -0.54865 -4.47422
C -4.09059 -1.94752 -1.99182
C -4.39381 -2.80936 -0.76950
C -5.10759 -0.79958 -2.07507
H 6.22293 2.28984 -1.11058
H 4.89856 3.19740 -1.81849
H 5.27226 1.56336 -2.39945
H 4.48662 2.16105 0.47691
H 4.67541 -0.51767 -0.95089
H 4.55114 -0.23555 0.80202
H 6.00455 0.23130 -0.06023
H 2.87262 3.72077 0.05953
H 1.85155 3.70066 -2.82349
H 3.46267 4.17837 -2.27014
H 2.07039 5.16822 -1.87665
H 0.05923 3.96552 -1.00851
H 0.84752 4.82120 0.30841
H 0.29009 3.16108 0.52528
H 3.40171 2.24735 -3.20459
H 3.69551 1.05361 -5.32003
H 2.80829 -1.28076 -5.49348
H 1.51633 -2.22595 -3.70313
H 2.06311 -3.31330 -1.51215
H 1.28860 -5.55911 -2.11135
H -1.10999 -5.91747 -2.70541
H -2.64696 -4.00979 -2.69307
H -2.92577 0.28232 -3.91928
H -2.89877 -2.66220 -4.77373
H -3.06615 -1.30414 -5.88698
H -4.31966 -1.59251 -4.68641
H -0.59138 -1.53274 -4.62162
H -0.39702 0.01721 -3.81054
H -1.06134 -0.04411 -5.44678
H -4.20461 -2.56715 -2.87343
H -4.60520 -2.17979 0.09650
H -3.58845 -3.49899 -0.51640
H -5.29495 -3.40593 -0.96033
H -4.97763 -0.18151 -2.97070
H -5.01399 -0.14555 -1.19920
H -6.12981 -1.19819 -2.09003
C -0.38826 2.65141 -3.47070
C -1.07361 2.25053 -2.20322
C -2.33407 2.66627 -1.76008
C -2.50003 2.07379 -0.52018
N -1.40994 1.36614 -0.23403
N -0.53247 1.47707 -1.25899
B -2.78443 0.26113 2.19597
N -2.32684 -1.07482 1.78007
C -2.98462 -2.18312 2.20610
C -2.17678 -3.25352 2.04245
C -0.99944 -2.75086 1.47351
C 0.17601 -3.61112 1.22946
N -1.05895 -1.42365 1.31757
N -1.91145 1.23110 2.83318
C -2.27747 1.91420 3.97492
C -1.25509 2.73044 4.30384
C -0.27898 2.51155 3.29384
C 1.01023 3.23297 3.15928
N -0.65686 1.59731 2.42649
N -4.18402 0.62988 2.14801
C -4.67866 1.92368 2.21169
C -6.00796 1.85584 2.00444
C -6.28943 0.46408 1.81268
C -7.61872 -0.16927 1.53964
N -5.20705 -0.26013 1.89190
H -1.01286 2.40465 -4.33168
H -0.22394 3.73178 -3.48638
H 0.56692 2.14726 -3.59001
H -3.02786 3.31068 -2.28911
H -3.34992 2.12003 0.14779
H -3.98262 -2.09684 2.60803
H -2.38362 -4.29013 2.28267
H -0.13969 -4.51024 0.69908
H 0.95165 -3.12433 0.67213
H 0.58842 -3.90931 2.19555
H -3.21891 1.71553 4.47245
H -1.18397 3.40523 5.14958
H 0.82932 4.29431 2.97870
H 1.61213 3.14038 4.06458
H 1.56440 2.83589 2.32089
H -4.02520 2.77319 2.36150
H -6.71439 2.67655 1.97336
H -8.40841 0.57798 1.55262
H -7.61988 -0.65574 0.56212
H -7.84688 -0.92835 2.28649
C 6.08064 1.77160 4.08455
C 5.30071 2.52935 3.22293
C 4.12646 1.99816 2.69497
C 3.70020 0.70543 3.00591
C 4.50714 -0.04431 3.87083
C 5.67906 0.48046 4.40425
Ge 2.01468 -0.20810 2.45040
C 2.63662 -2.07164 2.19573
C 3.03081 -2.57823 0.95618
C 3.55766 -3.85878 0.84398
C 3.67878 -4.66199 1.97404
C 3.25730 -4.18261 3.20877
C 2.73093 -2.89917 3.31822
C 1.04513 -0.27901 4.16721
C -0.01516 -1.16477 4.38980
C -0.63616 -1.24064 5.63450
C -0.20909 -0.42514 6.67740
C 0.84318 0.45877 6.47168
C 1.46253 0.53382 5.22618
H 6.99534 2.18055 4.49898
H 5.60281 3.53750 2.95522
H 3.56481 2.61723 2.01243
H 4.23023 -1.05520 4.14266
H 6.27835 -0.12788 5.07267
H 2.89315 -1.98404 0.06694
H 3.86686 -4.23652 -0.12656
H 4.09260 -5.66190 1.89085
H 3.33548 -4.80770 4.09206
H 2.38766 -2.54786 4.28686
H -0.35350 -1.82134 3.59950
H -1.44896 -1.94378 5.79037
H -0.68650 -0.48835 7.65021
H 1.19006 1.08957 7.28360
H 2.29862 1.21435 5.09189
```

Properties
total charge: +1
energy above the lowest of the compared OMol25 structures with the same formula, charge and spin: 249.6 kJ/mol
gap between HOMO and LUMO (alpha / beta): 7.37 / 5.46 eV
multiplicity: 3
LUMO level (alpha / beta): -2.30 / -4.23 eV

***

# 2
C58H86Br22I2N2OS | ωB97M-V/def2-TZVPD

```
172
Properties=species:S:1:pos:R:3
C 4.50260 3.98921 -2.06694
C 3.33214 3.57094 -2.51743
C 2.16431 3.38803 -1.57967
C 2.29332 2.34778 -0.66468
C 3.53112 1.49786 -0.57714
C 4.57189 1.86037 0.24848
C 5.69842 1.06574 0.34326
C 5.74061 -0.09008 -0.40572
C 4.69867 -0.45132 -1.22332
C 3.57319 0.33929 -1.32690
C 1.24177 2.08282 0.20701
C 1.52520 0.89504 1.15284
N 1.26252 -0.37169 0.39219
C 0.03861 2.84495 0.20269
C 0.01081 3.88478 -0.72058
C 1.03542 4.18728 -1.60836
C 0.89168 5.35776 -2.56138
I 2.44103 6.86536 -2.25124
C 0.79220 4.91429 -4.10727
C 0.54280 3.40809 -4.28985
I 2.45775 5.61502 -5.32600
S -1.40154 4.95107 -0.87991
C -2.50985 4.36642 0.36094
C -3.69715 5.08125 0.45752
C -4.01246 6.24439 -0.47271
C -4.28492 5.83733 -1.95629
C -4.68881 4.37007 -2.15801
C -6.06941 4.08544 -1.48046
C -4.81610 3.99556 -3.66584
C -4.25199 2.55690 -3.90799
C -5.07782 1.48959 -3.19207
C -4.51343 0.49382 -2.43767
C -3.77883 0.74868 -1.11937
C -4.58219 -0.97072 -2.85348
C -4.62640 4.71278 1.38731
C -4.38020 3.63690 2.20585
C -3.20513 2.92999 2.09451
C -3.09684 1.72704 3.01020
C -4.18210 0.69659 2.60325
O -3.88415 -0.44668 2.35116
C -2.19935 3.27379 1.15846
N -1.01342 2.46392 1.10473
H 4.65836 4.36112 -1.05494
H 5.39028 3.93189 -2.70080
H 3.27399 3.33918 -3.58053
H 4.53101 2.76234 0.85707
H 6.50568 1.34436 1.01591
H 6.59891 -0.75703 -0.33103
H 4.75732 -1.37518 -1.79239
H 2.70928 0.08821 -1.93476
H 0.91147 0.93749 2.05801
H 2.57902 0.92836 1.44892
H 0.82265 -0.09540 -0.48310
H 0.56001 -0.88630 0.92096
H -0.02354 5.93114 -2.39971
H -0.07072 5.42675 -4.54426
H 0.14661 3.26343 -5.30486
H 1.40619 2.77763 -4.08534
H -0.29790 3.14699 -3.62398
H -4.87360 6.77485 -0.04525
H -3.17438 6.95895 -0.44317
H -3.37394 6.06748 -2.52989
H -5.08796 6.45139 -2.39234
H -3.93813 3.67774 -1.75870
H -5.91404 3.48379 -0.57691
H -6.61875 5.00581 -1.23940
H -6.70515 3.50755 -2.16117
H -5.85028 4.06500 -4.02597
H -4.19537 4.68559 -4.26481
H -4.36266 2.34311 -4.97908
H -3.21457 2.52782 -3.55162
H -6.17298 1.48179 -3.28983
H -4.44206 0.40740 -0.31401
H -3.54251 1.81296 -0.99580
H -2.83308 0.17788 -1.08037
H -3.82162 -1.17150 -3.61566
H -5.58983 -1.17161 -3.25498
H -4.43866 -1.65201 -2.00111
H -5.57318 5.24203 1.47099
H -5.11382 3.32745 2.94902
H -2.13559 1.21471 2.90836
H -3.16957 2.02231 4.06656
H -5.23382 1.05612 2.51560
H -1.22459 1.47620 1.02334
Br 3.07296 -3.04290 -0.58325
C 1.70761 -4.42799 -0.64435
C 0.49858 -4.02658 0.15879
Br 0.80054 -4.20714 2.07396
H 2.17052 -5.34707 -0.29768
H 1.44649 -4.53184 -1.69623
H -0.34052 -4.68480 -0.06120
H 0.20176 -2.99449 -0.01035
Br 1.66352 -4.56953 5.40755
C 2.26528 -6.33286 4.83187
C 2.01357 -7.38996 5.87019
Br 3.30826 -7.28871 7.32185
H 3.31560 -6.23219 4.57491
H 1.69322 -6.54130 3.93352
H 2.14427 -8.38139 5.43840
H 1.03056 -7.32057 6.32181
Br -1.28384 11.59496 -3.21065
C 0.65147 11.79994 -3.15305
C 1.30987 11.15862 -4.34515
Br 1.37582 9.21703 -4.15951
H 0.98514 11.38145 -2.20810
H 0.82363 12.87474 -3.15255
H 2.34946 11.47200 -4.42215
H 0.79958 11.37500 -5.27937
Br 2.57596 0.08755 -4.86401
C 2.12144 0.13460 -6.75833
C 3.31267 0.50693 -7.59505
Br 3.68170 2.41618 -7.49851
H 1.29036 0.82538 -6.86907
H 1.78807 -0.87357 -6.99789
H 3.11439 0.30773 -8.64585
H 4.22122 -0.00708 -7.29481
Br -2.00481 -8.42925 4.46186
C -2.72406 -6.66490 4.86696
C -1.64832 -5.74154 5.36888
Br -1.18381 -6.12904 7.22161
H -3.53157 -6.80734 5.57866
H -3.13203 -6.29882 3.92667
H -1.99812 -4.71062 5.37345
H -0.73124 -5.80432 4.79285
Br 2.98166 -0.03916 4.34249
C 1.38478 -0.66686 5.25810
C 0.89403 -1.96778 4.68250
Br -0.03511 -1.71558 2.98676
H 0.64924 0.13083 5.19676
H 1.68643 -0.80113 6.29566
H 0.15393 -2.42012 5.34119
H 1.69515 -2.67968 4.49792
Br 1.13659 0.33942 -10.50693
C 1.59120 -1.27926 -11.49074
C 1.45946 -2.50810 -10.63061
Br 2.95603 -2.68529 -9.39762
H 2.59399 -1.13830 -11.88236
H 0.88384 -1.31664 -12.31696
H 1.48923 -3.40706 -11.24326
H 0.55455 -2.51117 -10.03069
Br 2.18554 -7.66979 1.52892
C 2.74038 -9.38526 0.79822
C 2.50798 -10.49653 1.78693
Br 3.85688 -10.49297 3.19093
H 3.78136 -9.28127 0.50575
H 2.12997 -9.53064 -0.09133
H 2.60243 -11.46588 1.30127
H 1.54150 -10.43281 2.27825
Br -0.49965 -4.55495 12.05363
C 0.68297 -4.21360 10.54530
C 0.78127 -2.74246 10.24363
Br -0.80683 -2.09953 9.31742
H 0.30458 -4.79344 9.70855
H 1.65182 -4.60620 10.84744
H 1.60710 -2.54881 9.56158
H 0.89774 -2.12986 11.13234
Br 7.28112 -6.62784 1.49267
C 7.36370 -5.89847 -0.31007
C 5.99590 -5.81428 -0.93074
Br 5.37380 -7.56517 -1.51872
H 8.04900 -6.52452 -0.87355
H 7.79221 -4.90438 -0.19750
H 6.01945 -5.20362 -1.83129
H 5.24339 -5.42278 -0.25240
Br -5.99358 1.94064 5.65695
C -5.84239 0.35530 6.77772
C -5.52768 -0.86972 5.95906
Br -7.09885 -1.52098 5.01570
H -6.77217 0.27138 7.33168
H -5.02983 0.57139 7.46901
H -5.22181 -1.69074 6.60530
H -4.75997 -0.69604 5.20947
```

Properties
gap between HOMO and LUMO: 7.24 eV
LUMO level: 0.02 eV

***

Number 1: largest force on an atom 1.34 eV/A. Number 2: largest force on an atom 3.29 eV/A.